1.
2 unconnected molecules or ions with the total composition C5H10F3N3 in a non-equilibrium geometry. Source: the OMol25 dataset; level of theory: the ωB97M-V functional and the def2-TZVPD basis.

Computed properties:
**Strongest force on any atom**: 3.550 eV/A
**Relative energy (zero: lowest compared OMol25 entry of this formula, charge and spin)**: 1.509 eV
**Orbital gap**: 10.03 eV
**Lowest unoccupied orbital energy**: 0.96 eV
**SMILES string**: C[C@@H]1CN=N[C@H]1N.FC(F)F
**Total energy**: -17968.387 eV
**HOMO level**: -9.07 eV

Each atom is followed by the atoms it is bonded to, with distances in Å.
Element x y z (Å)
1 C -1.372 1.718 -0.690  C2 1.498, H8 1.137, H9 1.102, H10 1.106
2 C -1.352 0.562 0.263  C1 1.498, C3 1.596, C6 1.597, H11 1.030
3 C -0.124 0.556 1.281  C2 1.596, N4 1.460, H12 1.074, H13 1.103
4 N 0.432 -0.782 1.106  C3 1.460, N5 1.204
5 N -0.006 -1.411 0.178  N4 1.204, C6 1.451
6 C -1.165 -0.838 -0.482  C2 1.597, N5 1.451, N7 1.455, H14 1.121
7 N -2.301 -1.703 -0.203  C6 1.455, H15 0.969, H16 0.968
8 H -0.953 2.667 -0.224  C1 1.137
9 H -2.348 1.886 -1.175  C1 1.102
10 H -0.666 1.557 -1.525  C1 1.106
11 H -2.233 0.480 0.791  C2 1.030
12 H 0.629 1.240 0.937  C3 1.074
13 H -0.412 0.565 2.346  C3 1.103
14 H -0.881 -0.676 -1.554  C6 1.121
15 H -2.886 -1.778 -0.971  N7 0.969
16 H -1.918 -2.547 0.077  N7 0.968
17 F 4.730 -0.124 -0.602  C18 1.421
18 C 3.456 -0.379 -0.025  F17 1.421, F19 1.286, F20 1.360, H21 1.099
19 F 2.557 0.006 -0.860  C18 1.286
20 F 3.441 0.435 1.064  C18 1.360
21 H 3.372 -1.435 0.267  C18 1.099

2.
2 unconnected molecules or ions with the total composition C4H5NO in a non-equilibrium geometry. Source: the OMol25 dataset; level of theory: the ωB97M-V functional and the def2-TZVPD basis.

Computed properties:
**Strongest force on any atom**: 4.256 eV/A
**Relative energy (zero: lowest compared OMol25 entry of this formula, charge and spin)**: 8.171 eV
**Orbital gap (spin up / spin down)**: 7.84 / 9.00 eV
**Lowest unoccupied orbital energy (spin up / spin down)**: 0.44 / 0.95 eV
**Total energy**: -7758.355 eV
**HOMO level (spin up / spin down)**: -7.39 / -8.05 eV

Each atom is followed by the atoms it is bonded to, with distances in Å.
Element x y z (Å)
1 C 0.720 1.121 -2.053  C3 1.357, N5 1.303, H7 1.060
2 C -0.648 -1.253 1.554  C4 1.442, O6 1.396, H8 1.129, H9 1.184
3 C -0.299 1.211 -1.162  C1 1.357, N5 1.488, H10 1.028
4 C 0.349 -0.440 0.902  C2 1.442, O6 1.338, H11 0.993
5 N 0.902 2.088 -1.198  C1 1.303, C3 1.488
6 O 0.418 -1.774 0.818  C2 1.396, C4 1.338
7 H 1.088 0.567 -2.877  C1 1.060
8 H -0.562 -1.607 2.623  C2 1.129
9 H -1.696 -1.353 1.012  C2 1.184
10 H -1.305 1.331 -0.988  C3 1.028
11 H 1.033 0.109 1.368  C4 0.993

3.
11 unconnected molecules or ions with the total composition C66H55N11O22 in a non-equilibrium geometry. Source: the OMol25 dataset; level of theory: the ωB97M-V functional and the def2-TZVPD basis.

Computed properties:
**Strongest force on any atom**: 5.973 eV/A
**Relative energy (zero: lowest compared OMol25 entry of this formula, charge and spin)**: 2.482 eV
**Orbital gap (spin up / spin down)**: 2.47 / 6.35 eV
**Multiplicity**: 2
**Lowest unoccupied orbital energy (spin up / spin down)**: 0.15 / 0.16 eV
**Expectation value of S²**: 0.7630
**Net charge**: -1
**Total energy**: -130734.998 eV
**HOMO level (spin up / spin down)**: -2.31 / -6.19 eV

Each atom is followed by the atoms it is bonded to, with distances in Å.
Element x y z (Å)
1 C -1.789 3.704 3.646  C2 1.385, C6 1.373, H10 1.080
2 C -2.321 4.185 4.831  C1 1.385, C3 1.427, H11 1.080
3 C -3.666 3.805 5.117  C2 1.427, C4 1.375, H12 1.080
4 C -4.409 3.098 4.201  C3 1.375, C5 1.417, N7 1.509
5 C -3.782 2.609 3.027  C4 1.417, C6 1.371, H13 1.080
6 C -2.453 2.852 2.797  C1 1.373, C5 1.371, H14 1.080
7 N -5.779 2.667 4.663  C4 1.509, O8 1.227, O9 1.254
8 O -6.302 3.227 5.621  N7 1.227
9 O -6.370 1.734 4.069  N7 1.254
10 H -0.844 4.029 3.237  C1 1.080
11 H -1.829 4.813 5.559  C2 1.080
12 H -4.046 4.141 6.071  C3 1.080
13 H -4.379 2.025 2.343  C5 1.080
14 H -2.119 2.440 1.857  C6 1.080
15 C -0.674 -0.111 3.713  C16 1.401, C20 1.393, H24 1.080
16 C -1.858 -0.659 3.201  C15 1.401, C17 1.396, H25 1.080
17 C -1.701 -1.872 2.529  C16 1.396, C18 1.400, H26 1.080
18 C -0.496 -2.527 2.248  C17 1.400, C19 1.408, N21 1.433
19 C 0.636 -1.979 2.880  C18 1.408, C20 1.407, H27 1.080
20 C 0.550 -0.763 3.581  C15 1.393, C19 1.407, H28 1.080
21 N -0.402 -3.610 1.314  C18 1.433, O22 1.190, O23 1.237
22 O -1.216 -3.655 0.446  N21 1.190
23 O 0.533 -4.417 1.264  N21 1.237
24 H -0.837 0.805 4.262  C15 1.080
25 H -2.794 -0.166 3.417  C16 1.080
26 H -2.563 -2.408 2.161  C17 1.080
27 H 1.633 -2.373 2.743  C19 1.080
28 H 1.429 -0.308 4.013  C20 1.080
29 C 3.080 -1.103 -3.750  C30 1.423, C34 1.384, H38 1.080
30 C 3.362 -1.550 -5.071  C29 1.423, C31 1.357, H39 1.080
31 C 4.633 -1.786 -5.484  C30 1.357, C32 1.336, H40 1.080
32 C 5.640 -1.617 -4.622  C31 1.336, C33 1.411, N35 1.431
33 C 5.396 -1.251 -3.282  C32 1.411, C34 1.394, H41 1.080
34 C 4.106 -0.974 -2.831  C29 1.384, C33 1.394, H42 1.080
35 N 6.973 -1.845 -5.091  C32 1.431, O36 1.270, O37 1.280
36 O 7.260 -2.182 -6.281  N35 1.270
37 O 7.903 -1.544 -4.265  N35 1.280
38 H 2.084 -0.811 -3.451  C29 1.080
39 H 2.527 -1.727 -5.733  C30 1.080
40 H 4.709 -2.228 -6.467  C31 1.080
41 H 6.216 -1.245 -2.580  C33 1.080
42 H 4.028 -0.566 -1.834  C34 1.080
43 C -1.923 8.493 0.162  C44 1.397, C48 1.363, H52 1.080
44 C -2.729 7.614 0.889  C43 1.397, C45 1.397, H53 1.080
45 C -2.956 6.340 0.361  C44 1.397, C46 1.412, H54 1.080
46 C -2.162 5.868 -0.707  C45 1.412, C47 1.413, N49 1.516
47 C -1.459 6.842 -1.451  C46 1.413, C48 1.352, H55 1.080
48 C -1.389 8.128 -1.038  C43 1.363, C47 1.352, H56 1.080
49 N -2.036 4.389 -1.015  C46 1.516, O50 1.235, O51 1.204
50 O -2.597 3.478 -0.399  N49 1.235
51 O -1.323 4.114 -1.947  N49 1.204
52 H -1.468 9.349 0.637  C43 1.080
53 H -3.084 7.986 1.839  C44 1.080
54 H -3.601 5.726 0.972  C45 1.080
55 H -1.003 6.435 -2.341  C47 1.080
56 H -0.770 8.897 -1.475  C48 1.080
57 C -0.191 1.102 -0.290  C58 1.393, C62 1.393, H66 1.080
58 C 1.042 0.802 0.285  C57 1.393, C59 1.441, H67 1.080
59 C 1.685 -0.469 0.075  C58 1.441, C60 1.406, H68 1.080
60 C 1.076 -1.492 -0.673  C59 1.406, C61 1.419, N63 1.518
61 C -0.170 -1.220 -1.294  C60 1.419, C62 1.485, H69 1.080
62 C -0.770 0.124 -1.096  C57 1.393, C61 1.485, H70 1.080
63 N 1.794 -2.809 -0.909  C60 1.518, O64 1.253, O65 1.260
64 O 1.088 -3.676 -1.475  N63 1.253
65 O 2.991 -2.875 -0.521  N63 1.260
66 H -0.646 2.080 -0.337  C57 1.080
67 H 1.428 1.559 0.952  C58 1.080
68 H 2.646 -0.570 0.558  C59 1.080
69 H -0.600 -1.990 -1.917  C61 1.080
70 H -1.715 0.341 -1.572  C62 1.080
71 C -1.545 -5.126 -2.527  C72 1.403, C76 1.361, H80 1.080
72 C -2.845 -5.610 -2.317  C71 1.403, C73 1.424, H81 1.080
73 C -3.445 -6.699 -3.012  C72 1.424, C74 1.419, H82 1.080
74 C -2.601 -7.454 -3.866  C73 1.419, C75 1.415, N77 1.422
75 C -1.311 -6.943 -4.146  C74 1.415, C76 1.411, H83 1.080
76 C -0.868 -5.756 -3.526  C71 1.361, C75 1.411, H84 1.080
77 N -3.119 -8.579 -4.564  C74 1.422, O78 1.222, O79 1.231
78 O -2.592 -8.827 -5.638  N77 1.222
79 O -4.055 -9.241 -4.118  N77 1.231
80 H -1.198 -4.237 -2.022  C71 1.080
81 H -3.372 -5.223 -1.457  C72 1.080
82 H -4.468 -7.042 -2.964  C73 1.080
83 H -0.555 -7.491 -4.689  C75 1.080
84 H 0.146 -5.397 -3.623  C76 1.080
85 C -4.779 0.022 0.673  C86 1.445, C90 1.320, H94 1.080
86 C -5.951 -0.421 1.393  C85 1.445, C87 1.387, H95 1.080
87 C -7.101 0.353 1.355  C86 1.387, C88 1.418, H96 1.080
88 C -7.063 1.690 0.885  C87 1.418, C89 1.473, N91 1.495
89 C -5.828 2.114 0.203  C88 1.473, C90 1.384, H97 1.080
90 C -4.760 1.236 0.154  C85 1.320, C89 1.384, H98 1.080
91 N -8.203 2.652 0.998  C88 1.495, O92 1.214, O93 1.241
92 O -9.195 2.383 1.643  N91 1.214
93 O -8.063 3.764 0.466  N91 1.241
94 H -4.015 -0.741 0.708  C85 1.080
95 H -6.062 -1.402 1.831  C86 1.080
96 H -8.148 0.225 1.589  C87 1.080
97 H -5.866 3.140 -0.131  C89 1.080
98 H -3.832 1.549 -0.302  C90 1.080
99 C 2.600 4.800 8.070  C100 1.440, C104 1.395, H108 1.080
100 C 1.394 4.481 7.350  C99 1.440, C101 1.433, H109 1.080
101 C 1.392 3.670 6.168  C100 1.433, C102 1.471, H110 1.080
102 C 2.648 3.185 5.577  C101 1.471, C103 1.414, N105 1.462
103 C 3.781 3.483 6.370  C102 1.414, C104 1.468, H111 1.080
104 C 3.816 4.391 7.524  C99 1.395, C103 1.468, H112 1.080
105 N 2.734 2.417 4.336  C102 1.462, O106 1.244, O107 1.227
106 O 3.855 2.383 3.799  N105 1.244
107 O 1.694 2.088 3.774  N105 1.227
108 H 2.779 5.250 9.035  C99 1.080
109 H 0.398 4.780 7.640  C100 1.080
110 H 0.398 3.476 5.793  C101 1.080
111 H 4.699 3.024 6.034  C103 1.080
112 H 4.745 4.783 7.910  C104 1.080
113 C 5.737 4.293 0.102  C114 1.431, C118 1.374, H122 1.080
114 C 5.682 4.322 1.532  C113 1.431, C115 1.349, H123 1.080
115 C 4.476 4.550 2.093  C114 1.349, C116 1.413, H124 1.080
116 C 3.321 4.629 1.282  C115 1.413, C117 1.353, N119 1.500
117 C 3.423 4.685 -0.065  C116 1.353, C118 1.382, H125 1.080
118 C 4.648 4.563 -0.692  C113 1.374, C117 1.382, H126 1.080
119 N 1.946 4.672 1.880  C116 1.500, O120 1.201, O121 1.210
120 O 1.801 4.996 3.027  N119 1.201
121 O 1.023 4.335 1.173  N119 1.210
122 H 6.765 4.367 -0.221  C113 1.080
123 H 6.568 4.290 2.149  C114 1.080
124 H 4.350 4.680 3.158  C115 1.080
125 H 2.553 4.859 -0.682  C117 1.080
126 H 4.800 4.394 -1.747  C118 1.080
127 C -3.533 -3.003 -4.140  C128 1.404, C132 1.336, H136 1.080
128 C -3.200 -1.767 -3.565  C127 1.404, C129 1.464, H137 1.080
129 C -2.094 -0.975 -4.108  C128 1.464, C130 1.399, H138 1.080
130 C -1.383 -1.548 -5.169  C129 1.399, C131 1.409, N133 1.518
131 C -1.824 -2.757 -5.744  C130 1.409, C132 1.388, H139 1.080
132 C -2.859 -3.493 -5.184  C127 1.336, C131 1.388, H140 1.080
133 N -0.129 -1.004 -5.829  C130 1.518, O134 1.257, O135 1.277
134 O 0.216 -1.508 -6.928  N133 1.257
135 O 0.419 0.051 -5.363  N133 1.277
136 H -4.459 -3.504 -3.896  C127 1.080
137 H -3.917 -1.420 -2.836  C128 1.080
138 H -1.912 0.017 -3.723  C129 1.080
139 H -1.363 -3.213 -6.607  C131 1.080
140 H -3.214 -4.355 -5.729  C132 1.080
141 C 3.366 -8.177 -0.869  C142 1.366, C146 1.355, H150 1.080
142 C 4.678 -8.496 -0.663  C141 1.366, C143 1.447, H151 1.080
143 C 5.637 -7.440 -0.907  C142 1.447, C144 1.393, H152 1.080
144 C 5.203 -6.159 -1.238  C143 1.393, C145 1.367, N147 1.454
145 C 3.881 -5.995 -1.548  C144 1.367, C146 1.392, H153 1.080
146 C 2.957 -7.034 -1.472  C141 1.355, C145 1.392, H154 1.080
147 N 6.172 -5.092 -1.433  C144 1.454, O148 1.244, O149 1.195
148 O 5.804 -3.904 -1.451  N147 1.244
149 O 7.335 -5.334 -1.560  N147 1.195
150 H 2.616 -8.948 -0.781  C141 1.080
151 H 4.963 -9.522 -0.483  C142 1.080
152 H 6.673 -7.722 -0.789  C143 1.080
153 H 3.447 -5.049 -1.838  C145 1.080
154 H 1.962 -6.858 -1.854  C146 1.080